Model P:
Here is a cluster of 2 separate species, C5H13NO3 in total from the OMol25 dataset. Energies are from ωB97M-V/def2-TZVPD.

Structure (XYZ):
```
22
C5H13NO3, DFT ωB97M-V/def2-TZVPD
C 0.35 3.65 1.56
N 0.93 2.53 2.26
C 1.35 1.38 1.34
C 0.30 0.76 0.51
C 0.64 -0.54 -0.23
O -0.49 -1.09 -0.95
C -0.44 -2.32 -1.51
O -1.34 -2.80 -2.19
H -0.64 3.34 1.19
H 0.88 4.16 0.75
H 0.20 4.37 2.39
H 1.83 2.75 2.70
H 1.64 0.58 2.05
H 2.21 1.57 0.68
H -0.58 0.53 1.14
H -0.02 1.52 -0.24
H 1.55 -0.39 -0.84
H 0.87 -1.32 0.53
H 0.52 -2.84 -1.35
O -3.56 -5.04 -3.18
H -3.58 -5.91 -3.65
H -2.61 -4.89 -2.98
```

HOMO level ... -9.47 eV
Structure (SMILES) ... CNCCCOC=O.O
Multiplicity ... 1
Net charge ... 0

Here are the natural (NBO) charges for atoms 1 to 2, given in e: atom 1 (C): -0.4294, atom 2 (N): -0.6004



Model Q:
Here is a cluster of 2 separate species, C5H13NO3 in total from the OMol25 dataset. Energies are from ωB97M-V/def2-TZVPD.

Structure (XYZ):
```
22
C5H13NO3, DFT ωB97M-V/def2-TZVPD
O 0.45 -2.92 -2.90
C 0.42 -2.72 -1.70
N -0.34 -1.73 -1.17
C -0.40 -1.25 0.18
C 0.77 -0.37 0.63
C 1.13 0.74 -0.34
C -0.04 1.73 -0.52
O 0.11 2.90 0.30
H 0.99 -3.38 -1.04
H -0.98 -1.32 -1.83
H -1.32 -0.67 0.34
H -0.55 -2.03 0.89
H 1.60 -1.02 0.92
H 0.49 0.08 1.57
H 1.38 0.33 -1.32
H 1.97 1.29 0.07
H -0.13 2.03 -1.56
H -0.96 1.30 -0.13
H 0.86 3.38 0.03
O -1.57 1.14 2.76
H -1.51 1.89 2.16
H -2.36 0.61 2.67
```

HOMO level ... -9.74 eV
Structure (SMILES) ... O=CNCCCCO.O
Multiplicity ... 1
Net charge ... 0

Here are the natural (NBO) charges for atoms 1 to 2, given in e: atom 1 (O): -0.6102, atom 2 (C): 0.5209



Most stable: model Q. Least stable: model P.